Run w
Molecular formula: C3H5N3O
Method: DFT, wB97M-V/def2-TZVPD

SMILES string = Nc1conc1N
Lowest unoccupied orbital energy = 0.028 Eh
Net charge = 0
Spin multiplicity = 1
Kohn-Sham gap = 9.9324 eV

Geometry (Å):
1 O 1.40376 -1.68616 0.13365
2 N 0.05245 -1.83814 0.39195
3 N -1.80487 -0.40053 0.57837
4 N 0.39706 1.74615 -0.17538
5 C 0.53044 0.34461 -0.02727
6 C 1.65685 -0.40062 -0.13532
7 C -0.45968 -0.63732 0.31088
8 H -2.25828 0.16643 -0.12722
9 H 2.68289 -0.14526 -0.36328
10 H 0.50464 2.21564 0.71655
11 H -0.51410 1.99320 -0.53695
12 H -2.31074 -1.27081 0.69898

Run x
Molecular formula: C3H5N3O
Method: DFT, wB97M-V/def2-TZVPD

Lowest unoccupied orbital energy = 0.008 Eh
Net charge = 0
Spin multiplicity = 1
Kohn-Sham gap = 9.3372 eV

Geometry (Å):
1 O 1.57828 -0.61653 -0.73399
2 N -1.67496 -0.91363 0.85769
3 N 0.44282 -2.09697 1.49007
4 N -0.55476 1.48122 -0.49684
5 C 1.60280 0.50292 -0.06678
6 C 0.70948 1.50164 -0.69450
7 C -0.54962 -1.57682 1.18562
8 H -1.00129 2.32396 -0.85906
9 H -1.46380 -0.01093 0.40355
10 H 2.06530 -1.29074 -0.22095
11 H -2.33795 -1.47714 0.33826
12 H 1.23402 2.33341 -1.18516

Which is more stable than every other structure shown? run w is more stable than every other one.